# 1
Here is a structure of composition C26H48Cl2FeN2O3P from OMol25. Energies are from the ωB97M-V functional and the def2-TZVPD basis.

Calculated values
LUMO level (alpha / beta) in eV: 2.65 / 2.65
Highest occupied orbital energy (alpha / beta) in eV: -2.59 / -3.58
Multiplicity: 5
Gap between HOMO and LUMO (alpha / beta) in eV: 5.24 / 6.23
Net charge: -1

Atoms and positions in Å:
1 O 3.358 1.299 -1.125
2 C 2.674 1.818 -2.003
3 C 2.064 3.155 -2.097
4 C 1.277 3.697 -1.073
5 H 0.843 3.016 -0.340
6 C 1.025 5.069 -1.067
7 H 0.507 5.534 -0.212
8 C 1.442 5.844 -2.170
9 H 1.305 6.926 -2.116
10 C 1.987 5.244 -3.327
11 H 2.266 5.872 -4.194
12 C 2.212 3.867 -3.311
13 H 2.516 3.355 -4.232
14 H 2.457 1.201 -2.948
15 C 0.233 -0.495 -3.667
16 C -0.623 0.338 -2.827
17 H 0.301 -0.179 -4.724
18 H -0.131 -1.538 -3.619
19 H 1.246 -0.516 -3.238
20 C -1.240 1.537 -3.044
21 C -2.288 1.567 -4.105
22 H -0.828 2.476 -2.677
23 H -2.261 2.379 -4.842
24 H -3.281 1.502 -3.642
25 H -2.182 0.627 -4.671
26 Fe -1.491 0.069 -1.294
27 Cl -1.461 1.532 0.334
28 Cl -2.703 -1.618 -1.987
29 C -2.351 -1.553 1.624
30 O -1.155 -1.892 1.539
31 N -3.317 -2.277 2.218
32 C -3.028 -3.585 2.771
33 C -4.693 -1.813 2.307
34 H -2.722 -0.598 1.208
35 H -1.978 -3.823 2.588
36 H -3.673 -4.339 2.304
37 H -3.234 -3.585 3.849
38 H -4.765 -0.799 1.898
39 H -5.020 -1.805 3.356
40 H -5.362 -2.480 1.743
41 H 2.003 -4.999 -0.803
42 H 4.423 -3.931 -0.916
43 C 1.801 -4.316 -1.641
44 C 4.019 -3.210 -1.641
45 N 2.579 -3.097 -1.509
46 H 0.739 -4.062 -1.665
47 C 2.008 -1.955 -1.058
48 O 0.852 -1.865 -0.637
49 H 4.467 -2.226 -1.463
50 H 2.709 -1.089 -1.094
51 H 2.097 -4.822 -2.567
52 H 4.281 -3.552 -2.650
53 C 1.187 3.257 2.891
54 C 2.150 2.104 3.200
55 C 2.558 2.112 4.673
56 P 1.434 0.514 2.544
57 C 2.822 -0.680 2.225
58 C 4.095 -0.447 3.035
59 C 2.347 -2.133 2.307
60 C 0.413 -0.257 3.909
61 C 1.145 -0.757 5.150
62 C -0.773 0.650 4.262
63 H 0.251 3.159 3.453
64 H 0.942 3.299 1.826
65 H 1.660 4.206 3.170
66 H 3.059 2.240 2.587
67 H 1.689 2.115 5.347
68 H 3.223 1.284 4.946
69 H 3.112 3.043 4.866
70 H 3.052 -0.431 1.171
71 H 3.945 -0.672 4.099
72 H 4.874 -1.126 2.660
73 H 4.477 0.576 2.929
74 H 1.379 -2.274 1.813
75 H 3.083 -2.771 1.802
76 H 2.262 -2.490 3.340
77 H 0.000 -1.134 3.379
78 H 1.357 0.059 5.850
79 H 0.483 -1.464 5.669
80 H 2.075 -1.291 4.933
81 H -1.265 1.040 3.360
82 H -1.515 0.059 4.817
83 H -0.474 1.493 4.901

=====

# 2
Here is a structure of composition C26H48Cl2MnN3O7PS4SbSi2Te from OMol25. Energies are from the ωB97M-V functional and the def2-TZVPD basis.

Calculated values
LUMO level (alpha / beta) in eV: 1.45 / 1.40
Highest occupied orbital energy (alpha / beta) in eV: -5.89 / -5.89
Multiplicity: 6
Gap between HOMO and LUMO (alpha / beta) in eV: 7.34 / 7.29
Net charge: -1

Atoms and positions in Å:
1 Mn 0.921 -2.493 -0.403
2 S 0.473 -5.275 -0.563
3 Sb 1.636 -4.905 1.361
4 S -0.384 -3.057 1.825
5 S 3.062 -3.160 0.686
6 O -2.156 2.686 -5.772
7 S -2.227 2.409 -7.197
8 O -3.572 2.255 -7.719
9 O -1.331 3.209 -8.007
10 C -1.545 0.723 -7.357
11 N -1.350 0.245 -8.591
12 C -0.852 -0.979 -8.677
13 C -0.524 -1.747 -7.566
14 C -0.772 -1.161 -6.339
15 N -1.295 0.059 -6.238
16 C -0.477 -1.787 -5.023
17 C 0.629 -2.596 -4.784
18 C 0.935 -2.940 -3.480
19 N 0.221 -2.502 -2.439
20 C -0.882 -1.784 -2.674
21 C -1.275 -1.432 -3.946
22 H -0.709 -1.371 -9.679
23 H -0.120 -2.747 -7.656
24 H 1.280 -2.904 -5.591
25 H 1.795 -3.551 -3.238
26 H -1.439 -1.454 -1.809
27 H -2.144 -0.814 -4.108
28 C 3.463 0.677 0.821
29 C 3.265 1.534 -0.421
30 C 3.284 3.016 -0.080
31 C 4.319 1.203 -1.466
32 O 2.004 1.228 -1.079
33 P 0.606 0.932 -0.370
34 O 0.306 1.849 0.765
35 O 0.598 -0.547 0.032
36 O -0.414 1.052 -1.576
37 C -0.544 2.139 -2.573
38 C -2.020 2.161 -2.927
39 C 0.293 1.774 -3.788
40 C -0.133 3.477 -1.982
41 H 4.447 0.877 1.249
42 H 3.397 -0.386 0.580
43 H 2.712 0.916 1.577
44 H 4.233 3.276 0.393
45 H 2.466 3.263 0.598
46 H 3.180 3.612 -0.988
47 H 5.315 1.438 -1.086
48 H 4.143 1.782 -2.373
49 H 4.278 0.142 -1.715
50 H -2.358 1.172 -3.224
51 H -2.186 2.819 -3.781
52 H -2.618 2.510 -2.079
53 H -0.009 0.800 -4.172
54 H 1.353 1.753 -3.535
55 H 0.113 2.496 -4.585
56 H -0.702 3.695 -1.075
57 H -0.333 4.253 -2.720
58 H 0.927 3.499 -1.738
59 Cl -4.280 1.738 1.641
60 C -3.217 1.085 0.374
61 Cl -3.023 -0.664 0.534
62 H -2.243 1.558 0.454
63 H -3.678 1.288 -0.584
64 C -0.544 1.046 6.177
65 Si -0.361 1.534 4.371
66 C -1.569 2.900 3.986
67 C 1.390 2.099 4.034
68 C -0.811 0.082 3.254
69 Te 0.736 -1.276 2.861
70 C 0.880 -2.149 4.791
71 Si -0.523 -3.155 5.579
72 C -0.240 -2.985 7.426
73 C -2.228 -2.508 5.168
74 C -0.392 -4.957 5.110
75 H -0.466 1.945 6.795
76 H 0.235 0.358 6.514
77 H -1.514 0.588 6.386
78 H -1.376 3.767 4.623
79 H -2.599 2.579 4.146
80 H -1.475 3.211 2.942
81 H 1.603 3.012 4.595
82 H 1.487 2.313 2.967
83 H 2.143 1.355 4.312
84 H -1.000 0.489 2.262
85 H -1.689 -0.457 3.611
86 H 1.136 -1.321 5.461
87 H 1.772 -2.780 4.728
88 H -0.321 -1.941 7.740
89 H 0.753 -3.344 7.707
90 H -0.976 -3.563 7.992
91 H -2.392 -1.498 5.549
92 H -2.968 -3.162 5.640
93 H -2.421 -2.517 4.094
94 H 0.622 -5.339 5.249
95 H -0.676 -5.121 4.069
96 H -1.061 -5.547 5.743

=====

# 3
Here is a structure of composition C26H48Cl2N2O3PV from OMol25. Energies are from the ωB97M-V functional and the def2-TZVPD basis.

Calculated values
LUMO level (alpha / beta) in eV: -0.29 / -1.84
Highest occupied orbital energy (alpha / beta) in eV: -7.21 / -7.18
Multiplicity: 3
Gap between HOMO and LUMO (alpha / beta) in eV: 6.93 / 5.34

Atoms and positions in Å:
1 O 0.871 -2.295 -1.116
2 C 1.050 -2.955 0.012
3 C -0.018 -3.964 0.425
4 C -1.311 -3.614 0.838
5 H -1.568 -2.555 0.946
6 C -2.243 -4.620 1.150
7 H -3.248 -4.344 1.471
8 C -1.903 -5.976 1.067
9 H -2.628 -6.750 1.280
10 C -0.602 -6.314 0.689
11 H -0.299 -7.354 0.631
12 C 0.320 -5.314 0.373
13 H 1.348 -5.592 0.111
14 H 1.952 -3.565 -0.225
15 C 3.289 -2.006 1.192
16 C 1.845 -2.210 1.463
17 H 3.873 -2.839 1.616
18 H 3.625 -1.035 1.611
19 H 3.474 -2.000 0.117
20 C 1.464 -2.623 2.765
21 C 2.413 -2.874 3.870
22 H 0.446 -2.952 2.939
23 H 2.615 -3.928 4.114
24 H 2.012 -2.435 4.782
25 H 3.404 -2.457 3.699
26 V 1.589 -0.510 2.467
27 Cl -0.698 -0.493 2.642
28 Cl 2.993 0.414 3.900
29 C 0.307 2.372 2.945
30 O 0.962 1.904 1.992
31 N 0.152 3.692 3.170
32 C 0.776 4.688 2.319
33 C -0.232 4.093 4.506
34 H -0.216 1.749 3.687
35 H 1.061 4.248 1.358
36 H 1.660 5.120 2.802
37 H 0.057 5.498 2.153
38 H -0.699 3.230 4.996
39 H -0.946 4.917 4.462
40 H 0.645 4.399 5.094
41 H 4.465 2.609 -1.851
42 H 3.462 1.161 -3.989
43 C 4.604 1.589 -1.453
44 C 3.569 0.291 -3.317
45 N 3.523 0.728 -1.922
46 H 4.574 1.615 -0.361
47 C 2.551 0.351 -1.053
48 O 2.514 0.747 0.133
49 H 2.747 -0.416 -3.504
50 H 1.793 -0.354 -1.464
51 H 5.562 1.182 -1.815
52 H 4.532 -0.201 -3.526
53 C -0.243 1.522 -3.697
54 C -1.257 2.113 -2.714
55 C -2.524 2.592 -3.398
56 P -1.493 0.954 -1.252
57 C -2.511 1.940 -0.019
58 C -2.119 3.425 0.024
59 C -4.022 1.769 -0.116
60 C -2.438 -0.556 -1.835
61 C -3.732 -0.358 -2.618
62 C -1.540 -1.521 -2.614
63 H -0.679 0.715 -4.300
64 H 0.650 1.138 -3.183
65 H 0.083 2.317 -4.383
66 H -0.773 2.988 -2.228
67 H -2.994 1.804 -3.990
68 H -3.265 3.015 -2.711
69 H -2.239 3.393 -4.096
70 H -2.166 1.473 0.921
71 H -2.416 3.955 -0.896
72 H -2.642 3.909 0.864
73 H -1.042 3.555 0.176
74 H -4.329 0.728 0.014
75 H -4.495 2.355 0.687
76 H -4.427 2.153 -1.065
77 H -2.672 -1.030 -0.864
78 H -3.549 -0.048 -3.654
79 H -4.238 -1.331 -2.661
80 H -4.429 0.342 -2.151
81 H -0.621 -1.777 -2.048
82 H -2.097 -2.456 -2.782
83 H -1.271 -1.129 -3.602

=====

Values of relative energy (zero: lowest compared OMol25 entry of this formula, charge and spin), in order: 1.5922, 0.0000, 0.0861, all in eV.